Entry from the OMol25 dataset: a structure of composition C12H20B2BrF5IN3O6S at a distorted geometry (ωB97M-V/def2-TZVPD).

Calculated values
Lowest unoccupied orbital energy, eV: -2.4
E_HOMO, eV: -7.961

```
! RIJCOSX wB97M-V def2-TZVPD def2/J DEFGRID3
* xyz 0 1
C 1.54 -4.54 0.59
C 1.05 -3.08 0.67
B -0.49 -2.88 0.57
O -1.39 -3.76 1.12
N -1.05 -1.61 -0.06
C -1.11 -0.43 0.88
C 0.13 0.45 0.75
O 0.62 0.70 2.04
C 1.81 1.46 1.99
C 1.93 2.28 3.26
F 3.21 2.62 3.46
F 1.50 1.62 4.35
F 1.20 3.39 3.13
C -1.95 -1.64 -1.07
N -3.25 -1.78 -0.85
Br -4.08 -1.82 0.78
N -1.59 -1.59 -2.40
S -2.50 -0.37 -3.31
C -0.11 -1.53 -2.63
I 0.61 0.44 -2.91
C 0.23 -2.40 -3.84
C 1.69 -2.84 -3.84
H 0.73 -5.26 0.71
H 2.03 -4.73 -0.37
H 2.27 -4.76 1.37
H 1.30 -2.67 1.66
H 1.59 -2.44 -0.03
H -1.73 -4.50 0.61
H -2.02 0.13 0.68
H -1.17 -0.79 1.91
H 0.88 -0.08 0.14
H -0.09 1.38 0.22
H 1.79 2.19 1.17
H 2.69 0.82 1.87
H -3.88 -1.80 -1.65
H -3.02 0.25 -2.24
H 0.38 -1.92 -1.75
H -0.44 -3.27 -3.81
H 0.02 -1.84 -4.75
H 1.81 -3.82 -4.31
H 2.32 -2.14 -4.38
H 2.09 -2.92 -2.82
B -1.81 6.22 1.74
O -1.11 5.31 0.75
C 0.18 5.56 0.73
O 0.98 5.02 0.02
C 0.46 6.70 1.76
O 1.55 7.16 2.00
O -0.68 7.04 2.30
F -2.41 5.46 2.73
F -2.73 7.02 1.09
*
```

=====

Entry from the OMol25 dataset: a structure of composition C12H20BF2HgNO18S2 at a distorted geometry (ωB97M-V/def2-TZVPD).

Calculated values
Lowest unoccupied orbital energy, eV: 7.4
ΔE to the lowest compared entry with this formula, charge and spin, kJ/mol: 540.3
E_HOMO, eV: 5.581

```
! RIJCOSX wB97M-V def2-TZVPD def2/J DEFGRID3
* xyz -4 1
Hg 21.64 -14.20 7.92
O 20.22 -16.24 8.02
C 19.59 -16.56 6.81
C 18.06 -16.88 6.83
O 17.20 -16.12 7.71
H 20.04 -17.52 6.53
H 19.84 -15.87 6.00
H 17.98 -17.93 7.07
H 17.62 -16.92 5.84
O 19.95 -13.47 9.50
C 19.16 -12.36 9.93
C 17.84 -12.63 10.73
O 16.95 -13.63 10.21
H 18.98 -11.81 9.01
H 19.81 -11.68 10.48
H 17.35 -11.71 11.05
H 18.18 -12.98 11.71
O 20.07 -6.83 5.26
C 19.75 -7.95 5.05
O 19.24 -8.82 5.95
B 19.21 -10.15 5.32
O 19.44 -9.88 3.85
C 19.83 -8.64 3.62
O 20.37 -8.17 2.56
O 17.88 -10.77 5.57
C 17.95 -12.00 5.89
O 16.98 -12.81 5.99
C 19.42 -12.25 6.11
O 20.07 -11.21 5.82
O 19.90 -13.27 6.56
N 23.51 -14.89 8.91
S 24.53 -14.12 9.74
O 25.88 -13.99 9.23
O 24.35 -13.78 11.15
F 24.13 -12.67 9.19
S 24.30 -16.35 9.31
O 24.36 -16.87 10.68
O 25.36 -16.67 8.36
F 23.10 -17.35 8.76
C 23.86 -11.41 6.16
C 22.84 -10.91 7.27
O 21.96 -11.95 7.67
H 24.48 -10.57 5.84
H 23.44 -11.73 5.21
H 24.62 -12.09 6.53
H 22.22 -10.10 6.89
H 23.33 -10.46 8.14
H 21.25 -11.59 8.20
C 24.42 -14.79 4.29
C 23.64 -14.99 5.52
O 22.43 -14.23 5.63
H 25.22 -15.52 4.18
H 24.91 -13.81 4.29
H 23.80 -14.88 3.39
H 24.30 -14.86 6.37
H 23.30 -16.02 5.67
H 22.07 -14.38 4.75
*
```

=====

Entry from the OMol25 dataset: a structure of composition C12H20ClI2OOsP2 at a distorted geometry (ωB97M-V/def2-TZVPD).

Calculated values
Lowest unoccupied orbital energy (alpha / beta), eV: -10.7 / -13.2
ΔE to the lowest compared entry with this formula, charge and spin, kJ/mol: 123.5
E_HOMO (alpha / beta), eV: -18.463 / -18.222
⟨S²⟩: 6.036

```
! RIJCOSX wB97M-V def2-TZVPD def2/J DEFGRID3
* xyz 3 5
I -3.69 -1.55 -4.23
I -3.92 0.88 -4.84
Os -0.04 0.23 -0.71
P 0.58 0.06 -2.91
C -0.90 0.37 -3.99
C 1.46 1.54 -3.63
H 2.35 -1.51 -3.40
H 1.33 -1.34 -4.83
H 0.80 -2.33 -3.47
C 1.32 -1.39 -3.74
H 2.45 1.61 -3.20
H 1.50 1.46 -4.75
H -0.73 0.45 -5.07
H -1.47 1.22 -3.61
H 0.85 2.43 -3.34
H -1.45 -0.58 -3.81
C -1.85 -0.09 -0.94
O -3.02 -0.17 -1.04
Cl 2.11 1.08 -0.35
C -2.05 -1.04 2.15
P -0.85 0.25 1.64
C -1.69 1.71 2.32
C 0.46 -0.10 2.86
C 0.53 0.27 4.23
C 1.64 -0.05 5.00
C 2.73 -0.71 4.41
C 2.64 -1.14 3.08
C 1.50 -0.84 2.34
H -3.00 -0.90 1.67
H -2.18 -1.05 3.27
H -1.65 -2.02 1.88
H -2.19 1.50 3.30
H -0.99 2.55 2.43
H -2.51 1.99 1.64
H -0.31 0.78 4.70
H 1.71 0.23 6.05
H 3.66 -0.91 4.98
H 3.45 -1.71 2.64
H 1.42 -1.17 1.30
*
```

=====

Entry from the OMol25 dataset: a structure of composition C12H20MnO10 at a distorted geometry (ωB97M-V/def2-TZVPD).

Calculated values
Lowest unoccupied orbital energy (alpha / beta), eV: -1.1 / -1.1
ΔE to the lowest compared entry with this formula, charge and spin, kJ/mol: 46.8
E_HOMO (alpha / beta), eV: -5.018 / -5.018
⟨S²⟩: 8.753

```
! RIJCOSX wB97M-V def2-TZVPD def2/J DEFGRID3
* xyz 0 6
Mn 0.47 -0.16 0.30
C -2.32 1.01 -2.17
C -3.15 1.34 -3.30
C -2.60 2.39 -4.34
O -3.25 2.69 -5.32
C -1.27 2.94 -4.07
C -0.52 2.57 -2.97
C -1.10 1.57 -2.00
O -0.42 1.27 -0.92
O 0.70 2.94 -2.88
O -4.27 0.87 -3.45
H -2.73 0.25 -1.51
H -0.88 3.56 -4.86
C -1.07 -2.29 -1.02
C -1.57 -2.21 0.43
O -1.44 -0.90 1.02
O 0.18 -1.63 -1.22
H -1.88 -1.83 -1.59
H -1.03 -3.34 -1.31
H -0.97 -2.88 1.08
H -2.59 -2.58 0.48
H -1.87 -0.96 1.88
H 0.45 -1.76 -2.14
C 3.46 -0.94 -0.09
C 3.05 -1.61 1.23
O 1.63 -1.76 1.31
O 2.48 0.05 -0.44
H 3.54 -1.69 -0.87
H 4.40 -0.42 0.12
H 3.46 -1.10 2.11
H 3.57 -2.57 1.29
H 1.45 -2.30 2.08
H 2.87 0.54 -1.19
C 0.33 0.71 4.11
C 0.07 1.54 2.87
O 1.03 1.24 1.85
O 0.02 -0.67 3.79
H -0.27 0.98 4.98
H 1.40 0.73 4.37
H 0.01 2.60 3.12
H -0.92 1.24 2.52
H 1.84 1.69 2.09
H -0.26 -1.10 4.61
*
```